[1]
ORCA calculation (wB97M-V/def2-TZVPD) on an isolated ion of composition C17H31N4O3S2 and charge +1.

Calculated values
Gap between HOMO and LUMO: 7.72 eV
LUMO: -3.34 eV
E_HOMO: -0.4063 hartree
Total energy: -1907.0866 Eh
SMILES: CCOC(=O)CCC/[NH+]=C1/NCCN1CCCSC(=S)N1CCOCC1

Geometry as ORCA input:
```
! RIJCOSX wB97M-V def2-TZVPD def2/J DEFGRID3
* xyz 1 1
C 4.311 -2.783 1.422
C 5.434 -1.885 0.673
O 4.741 -0.920 -0.165
C 4.550 0.310 0.489
O 4.539 0.450 1.742
C 4.331 1.622 -0.384
C 2.857 1.803 -0.966
C 1.678 1.567 0.095
N 0.476 1.098 -0.670
C -0.687 1.754 -0.703
N -1.885 1.361 -1.459
C -2.509 2.722 -1.737
C -1.602 3.870 -1.040
N -0.902 3.014 0.001
C -1.728 3.004 1.246
C -1.525 1.736 2.196
C -2.929 0.956 2.450
S -3.349 -0.254 1.115
C -1.859 -1.343 0.780
S -0.931 -1.748 2.106
N -1.630 -1.699 -0.612
C -2.897 -1.860 -1.391
C -3.860 -3.022 -0.784
O -3.115 -4.065 -0.097
C -1.845 -4.293 -0.739
C -0.895 -2.976 -0.796
H 4.837 -3.630 1.997
H 3.629 -3.273 0.643
H 3.636 -2.151 2.092
H 6.186 -1.435 1.397
H 6.005 -2.629 0.004
H 5.058 1.556 -1.276
H 4.678 2.521 0.240
H 2.781 2.898 -1.322
H 2.637 1.168 -1.889
H 1.928 0.793 0.907
H 1.513 2.552 0.641
H 0.543 0.225 -1.223
H -1.511 0.986 -2.355
H -3.594 2.764 -1.375
H -2.373 2.867 -2.863
H -2.130 4.774 -0.600
H -0.802 4.101 -1.815
H -1.410 3.932 1.853
H -2.830 3.172 0.989
H -0.689 1.027 1.894
H -1.233 2.136 3.238
H -2.956 0.518 3.503
H -3.745 1.769 2.415
H -2.574 -2.265 -2.423
H -3.450 -0.889 -1.603
H -4.606 -2.605 -0.032
H -4.475 -3.475 -1.640
H -1.285 -5.199 -0.305
H -2.086 -4.588 -1.831
H 0.046 -3.081 -0.151
H -0.497 -2.958 -1.882
*
```

Atomic partial charges in e from the natural (NBO) method, atoms 1 to 5:
1 C -0.643
2 C -0.090
3 O -0.524
4 C 0.784
5 O -0.589

[2]
ORCA calculation (wB97M-V/def2-TZVPD) on a 3-piece molecular cluster, C3H12O4 overall.

Calculated values
Gap between HOMO and LUMO: 10.42 eV
LUMO: 0.41 eV
E_HOMO: -0.3677 hartree
Total energy: -422.4168 Eh
Energy above the lowest of the compared OMol25 structures with the same formula, charge and spin: 28.0 kcal per mole
SMILES: OCCCO.O.O

Geometry as ORCA input:
```
! RIJCOSX wB97M-V def2-TZVPD def2/J DEFGRID3
* xyz 0 1
O 1.278 -0.276 3.021
C -0.137 -0.395 2.697
C -0.217 -0.149 1.197
C -1.660 -0.179 0.641
O -1.871 0.567 -0.515
H 1.358 -0.069 3.956
H -0.624 0.399 3.264
H -0.454 -1.409 2.934
H 0.270 -1.018 0.740
H 0.386 0.714 0.923
H -2.352 0.110 1.438
H -1.908 -1.241 0.489
H -1.137 0.465 -1.138
O 4.177 2.670 -2.734
H 3.768 2.342 -3.536
H 4.378 1.923 -2.175
O -1.904 -1.476 -3.388
H -2.007 -2.180 -4.037
H -1.344 -0.797 -3.775
*
```

Atomic partial charges in e from the natural (NBO) method, atoms 1 to 5:
1 O -0.736
2 C -0.060
3 C -0.451
4 C -0.049
5 O -0.706

[3]
ORCA calculation (wB97M-V/def2-TZVPD) on an isolated ion of composition C4H5O4 and charge -1.

Calculated values
Gap between HOMO and LUMO: 7.32 eV
LUMO: 3.16 eV
E_HOMO: -0.1529 hartree
Total energy: -456.4714 Eh
Energy above the lowest of the compared OMol25 structures with the same formula, charge and spin: 1.9 kcal per mole
SMILES: O=C([O-])CCC(=O)O

Geometry as ORCA input:
```
! RIJCOSX wB97M-V def2-TZVPD def2/J DEFGRID3
* xyz -1 1
O -0.454 -1.691 2.559
C -0.019 -1.370 1.441
O 0.648 -2.056 0.624
C -0.329 0.089 0.962
C -0.623 0.128 -0.553
C 0.139 1.204 -1.253
O 1.236 1.648 -1.041
O -0.590 1.680 -2.325
H 0.561 0.687 1.171
H -1.103 0.522 1.601
H -1.673 0.266 -0.751
H -0.228 -0.834 -0.889
H -0.165 2.449 -2.721
*
```

Atomic partial charges in e from the natural (NBO) method, atoms 1 to 5:
1 O -0.772
2 C 0.764
3 O -0.797
4 C -0.520
5 C -0.557

[4]
ORCA calculation (wB97M-V/def2-TZVPD) on C24H26MgN3O3S3 as an isolated structure.

Calculated values
Gap between HOMO and LUMO: 7.14 eV
LUMO: 2.22 eV
E_HOMO: -0.1809 hartree
Total energy: -2714.9488 Eh
Energy above the lowest of the compared OMol25 structures with the same formula, charge and spin: 17.0 kcal per mole

Geometry as ORCA input:
```
! RIJCOSX wB97M-V def2-TZVPD def2/J DEFGRID3
* xyz -1 1
Mg 0.687 -0.959 0.314
C 3.969 1.550 -5.218
O 3.551 2.664 -4.454
C 2.882 2.401 -3.296
C 2.531 3.554 -2.547
C 1.872 3.387 -1.369
C 1.517 2.114 -0.860
C 0.846 2.007 0.402
C 0.474 3.264 1.164
O 0.529 0.934 0.949
C 1.863 0.942 -1.628
O 1.575 -0.237 -1.279
C 2.563 1.147 -2.863
H 4.503 1.952 -6.075
H 3.114 0.963 -5.563
H 4.634 0.903 -4.641
H 2.807 4.530 -2.923
H 1.617 4.272 -0.799
H -0.168 3.909 0.564
H 1.366 3.830 1.435
H -0.052 2.966 2.067
H 2.825 0.251 -3.405
C -3.762 -1.545 1.550
C -3.111 -1.588 2.891
N -1.842 -1.497 3.122
C -1.567 -1.588 4.470
C -2.653 -1.754 5.271
S -4.074 -1.800 4.326
C -0.182 -1.479 4.956
C 0.209 -1.696 6.242
S 1.888 -1.431 6.389
C 1.967 -1.049 4.697
N 0.825 -1.116 4.094
C 3.269 -0.704 4.056
H -3.029 -1.251 0.799
H -4.605 -0.852 1.550
H -4.135 -2.534 1.279
H -2.689 -1.824 6.345
H -0.390 -1.996 7.085
H 4.063 -0.623 4.797
H 3.189 0.234 3.508
H 3.534 -1.468 3.328
S 4.784 -0.749 0.532
C 3.354 -1.504 0.739
N 2.326 -2.045 0.921
C -2.264 0.278 -3.379
C -2.736 -1.015 -2.699
C -2.703 -2.163 -3.717
C -4.171 -0.829 -2.189
C -1.836 -1.319 -1.573
C -1.078 -1.539 -0.642
H -2.901 0.517 -4.236
H -1.234 0.170 -3.722
H -2.294 1.111 -2.675
H -3.373 -1.951 -4.556
H -3.011 -3.098 -3.247
H -1.690 -2.296 -4.100
H -4.844 -0.593 -3.019
H -4.216 -0.016 -1.463
H -4.526 -1.740 -1.703
*
```

Atomic partial charges in e from the natural (NBO) method, atoms 1 to 5:
1 Mg 1.751
2 C -0.253
3 O -0.501
4 C 0.344
5 C -0.351